Record 1
DFT (ωB97M-V/def2-TZVPD) results for an isolated ion of composition C3H8NO and charge +1.

The geometry in XYZ format:
```
13
Properties=species:S:1:pos:R:3:forces:R:3:lowdin_charge:R:1
C -0.292403 0.190147 0.502086 2.4 2.4 1.8 -0.153
C 0.995197 0.384012 0.944337 -1.4 -1.3 -2.0 -0.034
C -2.153576 -0.327139 -0.895965 1.5 0.9 -1.0 0.026
N 2.134133 -0.083738 0.107581 -0.2 1.7 2.8 0.218
O -0.713674 -0.295991 -0.627975 -0.2 -0.4 -0.5 -0.049
H -0.906560 0.797013 1.140733 -1.2 -0.3 0.2 0.139
H 1.336396 0.972438 1.755263 -0.4 0.3 0.8 0.109
H -2.547738 -1.188820 -0.501513 -0.8 -2.3 0.4 0.081
H -2.294986 -0.136783 -1.938456 0.3 -0.9 -0.8 0.105
H -2.717949 0.458808 -0.522374 -0.3 1.9 1.6 0.079
H 2.498372 -0.908832 0.449443 0.9 -2.7 1.6 0.130
H 2.936535 0.552332 0.306396 -0.7 0.0 -1.9 0.206
H 1.726252 -0.413448 -0.719556 0.1 0.7 -2.9 0.143
```
Forces are in eV/Å.

E = -248.76591 hartree
HOMO-LUMO gap = 10.292 eV
ΔE to the lowest compared entry with this formula, charge and spin = 183.76 kJ/mol
SMILES = CO/C=C\[NH3+]
E_LUMO = -0.1342 Ha
total charge = +1

---

Record 2
DFT (ωB97M-V/def2-TZVPD) results for an isolated ion of composition C3H6N5O4 and charge +1.

The geometry in XYZ format:
```
18
Properties=species:S:1:pos:R:3:forces:R:3:lowdin_charge:R:1
C -0.624272 0.088305 0.083680 2.5 0.1 -2.5 -0.398
C 1.450606 -0.785561 0.548665 -0.3 -0.1 1.7 -0.179
C 1.725042 0.232347 -0.511211 -1.9 0.9 -2.3 0.018
N 0.091980 -0.631784 0.911446 -1.6 -2.1 3.6 0.148
N 0.189328 0.569928 -0.887699 4.5 -4.0 4.7 0.232
N -1.903623 0.234648 0.030333 -1.8 0.8 1.0 0.253
N 1.629638 -2.103234 -0.096656 0.3 -1.9 -1.1 -0.352
N 2.367089 1.552664 0.001752 -2.2 -1.9 -0.6 -0.376
O 2.700202 -2.259092 -0.634870 0.1 -0.1 0.2 0.131
O 0.717097 -2.900759 -0.067878 0.2 0.3 0.3 0.139
O 2.945583 1.403301 1.013692 1.9 0.2 2.0 0.152
O 2.069410 2.549088 -0.567842 0.1 1.1 -1.0 0.145
H 1.953326 -0.834181 1.529007 1.0 0.4 -1.0 0.198
H 2.341689 -0.216566 -1.389028 -1.2 1.2 1.5 0.206
H -0.298509 -1.322035 1.668206 0.7 2.0 -2.2 0.249
H 0.068430 1.133941 -1.608860 -1.3 3.2 -3.7 0.094
H -2.420537 0.124333 0.925542 0.1 0.2 -1.4 0.177
H -2.162878 0.925342 -0.680599 -0.8 -0.4 0.8 0.163
```
Forces are in eV/Å.

E = -692.19258 hartree
HOMO-LUMO gap = 11.178 eV
ΔE to the lowest compared entry with this formula, charge and spin = 42.75 kJ/mol
SMILES = [NH2+]=C1N[C@@H]([N+](=O)[O-])[C@H]([N+](=O)[O-])N1
E_LUMO = -0.1550 Ha
total charge = +1

---

Record 3
DFT (ωB97M-V/def2-TZVPD) results for a 2-piece molecular cluster, C8H11N5 overall.

The geometry in XYZ format:
```
24
Properties=species:S:1:pos:R:3:forces:R:3:lowdin_charge:R:1
C 0.591863 -2.588834 2.769130 1.4 -1.4 0.9 0.130
C 0.091505 -3.666098 3.595512 -0.3 4.4 -3.5 0.053
C -0.213447 -2.016895 1.754786 -1.9 -1.0 1.7 -0.055
C -1.575901 -2.544537 1.821898 2.5 2.6 -2.5 -0.191
C -2.175800 -0.792476 0.191886 -1.3 -4.9 2.3 0.088
C -0.008474 3.023057 -1.251672 -1.8 2.9 -0.9 -0.028
C 0.037230 -0.953473 0.923846 -1.6 -0.2 -0.5 0.146
C 1.532619 1.351742 -1.915393 -0.1 0.7 -2.4 -0.129
N -1.227034 -3.890334 3.529274 2.1 -2.8 3.0 0.120
N -1.955234 -3.459439 2.637124 -4.2 0.7 -1.6 0.121
N -0.976508 -0.367807 0.217414 3.3 1.1 0.3 0.157
N -2.446563 -1.964256 0.945556 -2.2 2.7 -1.5 0.242
N 0.384107 1.836203 -1.206613 -1.2 -0.9 2.7 -0.191
H 1.582637 -2.122465 2.895365 -0.3 -0.7 0.2 0.153
H 0.602065 -4.139223 4.351702 1.3 -0.9 1.5 0.115
H -2.833627 -0.368223 -0.518413 -1.3 0.3 -0.2 0.179
H 0.182902 3.810057 -2.045096 1.0 -1.2 0.6 0.115
H -0.795866 3.526638 -0.601353 0.7 -1.6 -0.3 0.102
H 0.966659 -0.574626 0.647205 1.7 0.7 0.2 0.149
H 1.455961 1.942309 -2.942529 1.3 -1.2 1.9 0.130
H 1.310264 0.273584 -2.208232 0.9 1.2 0.6 0.084
H 2.454366 1.557031 -1.224560 -1.5 -0.7 -1.8 0.131
H -0.673957 0.524153 -0.317306 0.5 0.3 -0.4 0.155
H -3.466603 -2.201130 1.048041 1.1 -0.2 -0.3 0.224
```
Forces are in eV/Å.

E = -584.43198 hartree
HOMO-LUMO gap = 5.504 eV
ΔE to the lowest compared entry with this formula, charge and spin = 426.86 kJ/mol
E_LUMO = -0.4007 Ha
total charge = +2

---

Record 4
DFT (ωB97M-V/def2-TZVPD) results for a 2-piece molecular cluster, C17H11N2O4S2 overall.

The geometry in XYZ format:
```
36
Properties=species:S:1:pos:R:3:forces:R:3:lowdin_charge:R:1
C -1.963721 -1.975004 1.051580 0.1 -0.3 0.0 0.047
C -2.599915 -2.358461 -0.074520 0.9 0.6 1.5 -0.248
C -3.670722 -1.603227 -0.553740 -2.6 1.8 -1.2 -0.184
N -4.565161 -0.967909 -0.937998 1.2 -1.0 0.6 0.187
C -2.260056 -3.535557 -0.745422 0.9 -2.7 -1.6 -0.191
N -1.957814 -4.526267 -1.274141 -0.5 1.4 0.7 0.184
C -0.831349 -2.692431 1.640869 0.3 -0.3 0.0 -0.205
C 0.242622 -3.116769 0.857419 -0.4 0.2 -0.2 -0.025
C 1.286848 -3.819657 1.413780 0.2 0.0 -0.1 -0.064
C 1.276717 -4.120577 2.758999 0.2 -0.1 0.1 -0.086
C 0.225983 -3.707334 3.550613 -0.1 -0.1 0.2 -0.086
C -0.815003 -2.994474 3.000465 -0.3 0.3 -0.2 -0.032
H -2.330820 -1.103242 1.570872 -0.1 0.2 0.0 0.142
H 0.239450 -2.887823 -0.194017 0.1 0.1 -0.2 0.119
H 2.114868 -4.130542 0.797643 0.1 0.0 -0.1 0.108
H 2.087419 -4.683114 3.191700 0.2 -0.1 0.1 0.100
H 0.216099 -3.947292 4.600772 0.0 0.0 0.2 0.100
H -1.646757 -2.683677 3.609162 -0.1 0.1 0.2 0.113
C 2.358718 4.939929 -1.857289 0.2 0.1 0.1 -0.086
C 2.374459 3.925324 -0.920498 0.3 0.1 0.2 -0.056
C 1.335045 3.025460 -0.884653 0.4 -0.2 0.7 -0.273
C 0.290393 3.136615 -1.764214 -0.7 -0.2 -0.2 -0.273
C 0.264719 4.145229 -2.699134 -0.2 0.1 -0.2 -0.054
C 1.307348 5.048997 -2.745213 -0.1 0.2 -0.2 -0.085
S -1.019249 1.914543 -1.641051 0.9 -2.0 2.1 0.693
O -2.227602 2.639270 -1.112561 1.9 -1.4 -2.2 -0.389
O -0.976394 1.085207 -2.896140 -1.3 2.0 1.7 -0.395
C -0.219497 0.958866 -0.368049 0.4 2.5 -0.2 -0.382
S 1.279196 1.666731 0.286833 -2.5 -2.3 -0.3 0.692
O 2.386944 0.695941 -0.025767 -1.2 2.2 1.4 -0.402
O 1.074115 2.233924 1.666135 1.5 -1.0 -2.6 -0.395
H 3.170606 5.649565 -1.895478 0.1 0.1 0.0 0.098
H 3.190210 3.826068 -0.222916 0.1 0.0 0.1 0.118
H -0.562702 4.214617 -3.387298 -0.1 0.0 -0.1 0.119
H 1.300201 5.842233 -3.476848 0.0 0.1 -0.1 0.099
H -0.375195 -0.095164 -0.319894 0.2 -0.4 -0.3 -0.009
```
Forces are in eV/Å.

E = -1861.19511 hartree
HOMO-LUMO gap = 5.550 eV
ΔE to the lowest compared entry with this formula, charge and spin = 67.17 kJ/mol
E_LUMO = 0.0572 Ha
total charge = -1

---

Record 5
DFT (ωB97M-V/def2-TZVPD) results for one molecule with the formula C11H19N3O3.

The geometry in XYZ format:
```
36
Properties=species:S:1:pos:R:3:forces:R:3:lowdin_charge:R:1
C -4.851067 -2.942928 0.681699 0.0 0.2 0.1 -0.116
C -4.303225 -1.544125 0.424552 0.1 -0.3 -0.1 -0.270
C -3.189743 -1.563340 -0.620659 -0.1 0.4 0.1 -0.216
C -2.705592 -0.170801 -1.023735 0.0 -0.1 0.2 -0.160
C -1.994630 0.578448 0.101663 0.1 0.0 -0.2 -0.214
C -1.629291 1.995772 -0.326326 -0.8 -0.3 -0.1 -0.447
O -2.303438 2.754086 -0.958285 0.1 0.1 0.0 0.142
O -0.408508 2.315980 0.124996 0.5 0.4 -0.1 0.067
C 0.184074 1.242146 0.859636 0.0 -0.6 0.4 -0.235
C 1.648819 1.141874 0.511462 0.0 0.2 -0.1 -0.264
N 2.103834 -0.021171 0.273338 -0.5 -0.2 0.1 0.078
N 3.399258 -0.231976 -0.005746 0.4 0.9 0.1 0.056
C 3.891402 -1.504242 -0.259343 -0.2 -0.1 0.0 -0.612
O 5.063206 -1.673724 -0.504184 0.4 0.0 -0.1 0.053
N 2.949290 -2.470688 -0.213507 -0.3 -0.2 0.0 0.170
H 2.015724 -2.226755 0.066225 0.0 -0.1 0.0 0.079
H 3.225792 -3.428303 -0.324021 0.1 0.1 0.0 0.110
H 4.072931 0.527034 -0.048664 -0.1 -0.2 0.0 0.147
C 2.435497 2.419782 0.511456 0.1 -0.3 0.0 -0.011
H 2.968261 2.537685 -0.432338 0.1 0.1 -0.1 0.089
H 1.767243 3.264750 0.639432 0.1 0.1 0.0 0.081
H 3.168170 2.415882 1.320069 0.1 0.0 0.0 0.090
H 0.101439 1.502931 1.927272 0.0 0.0 -0.2 0.167
C -0.650469 -0.002732 0.531674 0.0 0.2 0.1 -0.080
H -0.718057 -0.670602 1.386182 0.0 -0.1 0.0 0.127
H -0.184920 -0.534960 -0.298487 0.0 0.0 0.0 0.117
H -2.671568 0.678656 0.956735 0.0 0.1 0.0 0.155
H -3.553250 0.434641 -1.350577 0.0 0.0 -0.1 0.122
H -2.020301 -0.261563 -1.869999 0.0 0.1 0.0 0.126
H -2.348655 -2.149696 -0.243982 0.1 -0.1 0.0 0.110
H -3.564000 -2.064345 -1.516135 0.0 -0.1 0.0 0.115
H -3.927496 -1.134614 1.364141 0.0 0.1 0.0 0.101
H -5.110763 -0.896334 0.077277 0.0 0.1 0.0 0.114
H -5.264342 -3.365133 -0.231479 0.0 -0.1 -0.1 0.071
H -4.062231 -3.603049 1.036450 0.1 -0.1 0.0 0.071
H -5.637423 -2.914186 1.432111 -0.1 -0.1 0.1 0.068
```
Forces are in eV/Å.

E = -820.57349 hartree
HOMO-LUMO gap = 9.932 eV
ΔE to the lowest compared entry with this formula, charge and spin = 0.00 kJ/mol
SMILES = CCCC[C@H]1C[C@@H](/C(C)=N/NC(N)=O)OC1=O
E_LUMO = 0.0201 Ha
total charge = 0

---

Record 6
DFT (ωB97M-V/def2-TZVPD) results for C12H30NO15P3Pt as an isolated structure.

The geometry in XYZ format:
```
62
Properties=species:S:1:pos:R:3:forces:R:3:lowdin_charge:R:1
Pt 22.378881 8.549290 14.471033 0.7 0.5 -0.4 1.093
P 23.574328 6.455544 14.812989 2.7 1.1 -3.3 -0.093
O 23.701277 7.545159 15.913948 -0.3 -0.7 2.5 -0.479
O 22.050725 6.495319 14.424321 -1.7 -2.8 1.3 -0.516
O 24.465977 5.236713 14.775081 -1.4 -0.1 1.2 -0.430
O 24.009571 7.414080 13.609140 0.8 0.2 -1.1 -0.517
N 19.990325 9.923850 12.635250 -0.1 -0.1 0.3 -0.575
O 19.715833 11.066363 13.100326 0.2 -0.6 -0.3 -0.078
O 19.125818 9.282400 11.995095 0.4 0.3 0.3 -0.062
O 21.131977 9.419253 12.828388 -1.0 0.8 -1.2 -0.158
C 16.808359 7.409179 14.688450 0.3 0.1 0.4 -0.071
C 18.212156 7.891781 14.905770 1.5 0.0 -0.4 -0.259
O 18.577121 7.849709 16.306454 0.0 0.5 0.4 -0.192
P 19.741878 8.829356 16.831749 -0.9 -2.3 0.5 0.460
O 20.665477 9.237884 15.783567 -0.9 1.3 0.9 -0.284
O 18.939219 9.988007 17.587012 1.0 0.0 -0.4 -0.176
C 17.974165 9.781906 18.593736 -1.3 0.5 0.7 -0.285
C 18.051162 11.019675 19.497715 1.0 0.2 -0.7 -0.075
O 20.316227 7.948779 18.038518 -0.8 1.3 -0.4 -0.177
C 20.976896 6.722278 17.709262 1.0 -1.4 -0.6 -0.261
C 20.062587 5.508013 17.847596 -0.3 0.9 1.1 -0.069
H 16.702733 6.354128 14.946977 0.1 -0.1 -0.2 0.071
H 16.133459 7.953818 15.353031 -0.2 0.2 -0.4 0.068
H 16.621746 7.569612 13.627119 -0.4 0.0 0.1 0.081
H 18.953195 7.275229 14.386139 -0.2 -0.1 0.0 0.132
H 18.417794 8.889574 14.508989 -0.5 0.1 0.1 0.101
H 16.978923 9.743715 18.140218 0.1 0.0 -0.2 0.113
H 18.062252 8.847550 19.149071 0.6 0.0 -0.1 0.116
H 19.106392 11.128603 19.761294 -0.1 -0.1 0.5 0.077
H 17.873134 11.907234 18.885811 -0.3 -0.1 0.0 0.067
H 17.418882 11.068453 20.381290 -0.1 -0.4 0.0 0.065
H 21.446011 6.741918 16.719641 -0.1 0.3 -0.1 0.072
H 21.800033 6.623547 18.418188 0.0 0.1 0.0 0.120
H 19.188539 5.560869 17.202978 0.2 -0.1 -0.2 0.060
H 20.606827 4.571360 17.752245 0.1 0.1 -0.3 0.076
H 19.704078 5.567088 18.884422 -0.2 -0.3 0.0 0.064
C 20.755684 13.618331 16.546500 0.5 -0.5 0.1 -0.060
C 21.024684 12.403573 15.658179 -0.9 0.0 0.3 -0.266
O 21.966855 12.730808 14.632292 1.0 0.0 -0.1 -0.180
P 23.406281 12.012631 14.676305 -0.3 0.3 -1.1 0.487
O 23.371030 10.553823 14.561359 0.5 1.6 0.7 -0.271
O 24.227433 12.729065 13.488090 -0.2 -0.1 1.1 -0.196
C 24.125584 12.230249 12.144050 -0.8 -0.2 -0.1 -0.240
C 22.781745 12.672951 11.580303 0.0 -0.4 -1.0 -0.074
O 24.139413 12.648957 15.967299 -0.2 -0.7 -0.8 -0.153
C 24.347042 14.039457 16.026786 0.3 1.3 0.8 -0.312
C 24.825129 14.392116 17.436772 -0.3 0.0 -0.1 -0.077
H 20.387002 14.507852 16.035559 -0.1 -0.2 -0.4 0.074
H 20.012146 13.322400 17.289622 0.1 0.1 0.1 0.066
H 21.692078 13.897419 17.033413 -0.1 0.1 0.3 0.051
H 21.360619 11.527191 16.217266 0.2 0.2 0.2 0.101
H 20.087204 12.057279 15.220396 0.3 0.1 -0.5 0.101
H 24.969134 12.662059 11.602735 -0.1 0.2 0.1 0.109
H 24.251037 11.144891 12.116034 -0.2 0.0 0.3 0.125
H 21.896461 12.282257 12.081962 0.3 0.0 0.6 0.058
H 22.728260 13.761656 11.537438 -0.1 0.0 0.0 0.071
H 22.639203 12.267332 10.570406 0.3 0.2 -0.1 0.079
H 25.060505 14.431697 15.297201 0.1 -0.6 -0.2 0.114
H 23.426837 14.604668 15.852499 -0.2 -0.3 -0.1 0.103
H 25.834335 14.049971 17.661766 0.0 -0.2 -0.1 0.071
H 24.806805 15.476480 17.570162 0.0 0.0 -0.1 0.069
H 24.125474 13.955125 18.150484 0.1 0.0 0.1 0.073
```
Forces are in eV/Å.

E = -2802.09847 hartree
HOMO-LUMO gap (alpha / beta) = 3.378 / 4.538 eV
E_LUMO (alpha / beta) = 0.1511 / 0.1511 Ha
2S+1 = 3
total charge = -2

---

Look up the E of the second one.
-692.19258 hartree

---

Which value of E does entry 1 give?
-248.76591 hartree